C41H54BaClN7O4P2S3Sb as an isolated structure in a non-equilibrium geometry. Source: the Open Molecules 2025 dataset; level of theory: ωB97M-V/def2-TZVPD.

Geometry (Å):
Ba -0.73 0.76 2.32
C 1.65 4.58 1.34
C 2.37 3.74 2.40
C 3.67 4.42 2.83
P 2.33 1.93 1.93
C 3.37 1.20 3.30
C 2.79 -0.17 3.67
C 4.86 1.08 3.00
C 3.27 1.70 0.39
C 4.39 2.46 0.08
C 5.12 2.29 -1.10
C 4.71 1.27 -1.96
C 3.60 0.50 -1.69
C 2.81 0.68 -0.51
N 1.74 -0.10 -0.22
C 1.15 -0.85 -1.20
C 0.91 -0.36 -2.51
C 0.32 -1.14 -3.49
C -0.08 -2.44 -3.22
C 0.10 -2.92 -1.93
C 0.69 -2.17 -0.92
P 0.90 -2.75 0.81
C -0.24 -4.25 0.85
C -0.70 -4.51 2.28
C 0.24 -5.55 0.21
C 2.57 -3.58 0.71
C 3.69 -2.66 0.22
C 2.94 -4.20 2.06
H 1.54 5.61 1.69
H 0.65 4.20 1.14
H 2.21 4.59 0.40
H 1.72 3.70 3.28
H 4.28 4.72 1.98
H 4.28 3.78 3.48
H 3.43 5.32 3.40
H 3.21 1.87 4.14
H 2.68 -0.80 2.78
H 1.80 -0.08 4.13
H 3.43 -0.69 4.38
H 5.04 0.41 2.16
H 5.38 0.67 3.87
H 5.32 2.04 2.76
H 4.72 3.21 0.78
H 5.98 2.90 -1.31
H 5.27 1.08 -2.87
H 3.33 -0.28 -2.39
H 1.19 0.66 -2.74
H 0.16 -0.71 -4.47
H -0.56 -3.04 -3.97
H -0.25 -3.93 -1.71
H -1.11 -3.90 0.29
H 0.12 -4.85 2.92
H -1.47 -5.29 2.29
H -1.11 -3.62 2.75
H 0.98 -6.05 0.84
H 0.70 -5.41 -0.77
H -0.60 -6.24 0.09
H 2.48 -4.39 -0.03
H 3.83 -1.80 0.88
H 3.48 -2.26 -0.78
H 4.63 -3.22 0.17
H 2.93 -3.45 2.85
H 3.94 -4.64 2.01
H 2.24 -4.99 2.35
S -1.78 0.69 7.97
Sb -0.52 0.54 6.07
S -1.24 -1.14 4.59
S -0.44 2.52 4.79
O -6.18 3.22 -0.04
C -5.53 3.78 -1.05
O -6.06 4.56 -1.80
C -4.10 3.39 -1.18
C -3.25 3.72 -2.22
Cl -3.55 4.70 -3.58
N -2.03 3.19 -1.95
N -2.04 2.54 -0.77
C -3.27 2.64 -0.31
C -3.64 1.94 0.97
O -4.84 1.91 1.28
O -2.69 1.41 1.60
C -0.81 3.28 -2.68
C -0.79 3.19 -4.06
C 0.42 3.29 -4.73
C 1.61 3.47 -4.03
C 1.58 3.53 -2.64
C 0.38 3.42 -1.96
H -5.56 2.68 0.55
H -1.70 3.02 -4.62
H 0.44 3.22 -5.81
H 2.55 3.55 -4.55
H 2.50 3.64 -2.08
H 0.35 3.42 -0.88
C -4.98 -0.46 -0.89
N -3.56 -0.74 -0.65
C -2.98 -1.29 -1.88
N -3.67 -2.52 -2.31
C -5.08 -2.19 -2.51
N -5.72 -1.66 -1.31
C -5.58 -2.65 -0.24
N -4.18 -2.99 0.03
C -3.46 -1.76 0.39
C -3.58 -3.49 -1.22
H -5.06 0.30 -1.68
H -5.42 -0.07 0.02
H -1.93 -1.51 -1.71
H -3.05 -0.54 -2.67
H -5.61 -3.10 -2.82
H -5.17 -1.45 -3.31
H -6.11 -3.56 -0.53
H -6.02 -2.25 0.67
H -2.42 -2.02 0.58
H -3.89 -1.35 1.31
H -4.10 -4.40 -1.52
H -2.53 -3.72 -1.04

For the energy above the lowest of the compared OMol25 structures with the same formula, charge and spin, the calculation gives 29.8 kcal per mole. As for the net charge: -2. The calculation puts the calculated total energy at -4882.46242 a.u. As for the expectation value of S²: 0.7610. The LUMO energy (spin up / spin down) is 3.642 / 3.607 eV. Its spin multiplicity is 2. For the HOMO energy (spin up / spin down), the calculation gives -1.905 / -2.400 eV.

=====

C41H54BaClN7O4P2S3Sb as an isolated structure. Source: the Open Molecules 2025 dataset; level of theory: ωB97M-V/def2-TZVPD.

Geometry (Å):
Ba 0.63 -0.73 -1.58
C -3.38 -1.02 -1.33
C -3.26 -2.31 -0.52
C -4.55 -2.56 0.26
P -1.69 -2.25 0.49
C -1.67 -4.00 1.15
C -0.76 -4.78 0.19
C -1.18 -4.21 2.58
C -2.12 -1.06 1.80
C -2.99 -1.37 2.85
C -3.35 -0.44 3.81
C -2.84 0.85 3.71
C -1.99 1.19 2.68
C -1.58 0.27 1.68
N -0.69 0.59 0.70
C -0.54 1.92 0.35
C -1.67 2.76 0.17
C -1.54 4.07 -0.23
C -0.29 4.61 -0.52
C 0.82 3.80 -0.38
C 0.73 2.48 0.07
P 2.21 1.48 0.48
C 3.53 2.12 -0.69
C 4.47 0.96 -1.03
C 4.36 3.33 -0.25
C 2.67 2.25 2.12
C 1.46 2.35 3.05
C 3.77 1.40 2.77
H -4.30 -1.04 -1.92
H -2.55 -0.90 -2.03
H -3.41 -0.15 -0.67
H -3.09 -3.14 -1.22
H -4.79 -1.69 0.88
H -4.50 -3.43 0.91
H -5.38 -2.71 -0.44
H -2.68 -4.40 1.07
H 0.27 -4.41 0.27
H -1.07 -4.65 -0.85
H -0.77 -5.85 0.42
H -0.18 -3.81 2.72
H -1.13 -5.29 2.78
H -1.83 -3.76 3.33
H -3.41 -2.36 2.90
H -4.03 -0.72 4.62
H -3.10 1.60 4.45
H -1.59 2.20 2.64
H -2.65 2.34 0.36
H -2.43 4.68 -0.35
H -0.19 5.63 -0.86
H 1.80 4.21 -0.61
H 2.98 2.37 -1.60
H 5.01 0.62 -0.14
H 5.19 1.26 -1.78
H 3.91 0.10 -1.43
H 4.97 3.10 0.62
H 3.75 4.20 0.00
H 5.03 3.62 -1.06
H 3.05 3.26 1.94
H 0.97 1.39 3.15
H 0.73 3.07 2.66
H 1.78 2.68 4.04
H 3.38 0.42 3.04
H 4.15 1.88 3.67
H 4.61 1.25 2.09
S 0.79 -0.63 -7.26
Sb 1.22 -1.07 -5.05
S -0.68 -2.10 -4.03
S 1.79 0.97 -3.92
O 5.45 -5.61 -0.20
C 5.15 -5.37 1.06
O 5.59 -6.04 1.97
C 4.21 -4.25 1.32
C 3.81 -3.86 2.59
Cl 4.12 -4.59 4.10
N 2.98 -2.79 2.46
N 2.80 -2.48 1.17
C 3.52 -3.33 0.47
C 3.51 -3.22 -1.03
O 4.29 -3.97 -1.66
O 2.74 -2.40 -1.56
C 2.33 -2.05 3.48
C 2.99 -1.75 4.66
C 2.32 -1.06 5.66
C 1.00 -0.67 5.47
C 0.36 -0.94 4.27
C 1.03 -1.61 3.26
H 4.96 -4.92 -0.82
H 4.02 -2.05 4.80
H 2.83 -0.83 6.58
H 0.47 -0.14 6.25
H -0.66 -0.62 4.11
H 0.57 -1.78 2.30
C -2.24 0.98 -4.82
N -2.06 1.64 -3.51
C -3.38 2.01 -3.01
N -4.10 2.91 -3.92
C -4.22 2.22 -5.21
N -2.93 1.85 -5.78
C -2.13 3.06 -5.94
N -1.95 3.78 -4.67
C -1.28 2.86 -3.73
C -3.26 4.10 -4.13
H -2.80 0.05 -4.68
H -1.26 0.72 -5.23
H -3.26 2.51 -2.05
H -3.98 1.11 -2.87
H -4.74 2.88 -5.92
H -4.82 1.32 -5.07
H -2.63 3.73 -6.65
H -1.15 2.78 -6.33
H -1.15 3.37 -2.78
H -0.30 2.58 -4.12
H -3.78 4.77 -4.82
H -3.14 4.61 -3.17

For the energy above the lowest of the compared OMol25 structures with the same formula, charge and spin, the calculation gives 4.0 kcal per mole. As for the net charge: -2. The calculation puts the calculated total energy at -4882.50349 a.u. As for the expectation value of S²: 0.7627. The LUMO energy (spin up / spin down) is 3.707 / 3.566 eV. Its spin multiplicity is 2. For the HOMO energy (spin up / spin down), the calculation gives -1.974 / -2.705 eV.

=====

C41H54CaO2PSSi3 as an isolated structure. Source: the Open Molecules 2025 dataset; level of theory: ωB97M-V/def2-TZVPD.

Geometry (Å):
Ca 0.79 0.47 -0.47
C -1.99 -1.20 2.19
C -0.94 -0.86 3.21
C -1.32 -0.24 4.40
C -0.39 0.10 5.37
C 0.95 -0.16 5.16
C 1.36 -0.77 3.98
C 0.43 -1.14 3.01
P 0.93 -1.86 1.40
C 0.20 -3.54 1.46
C -0.19 -4.12 2.66
C -0.74 -5.39 2.70
C -0.90 -6.10 1.52
C -0.50 -5.53 0.32
C 0.05 -4.26 0.26
C 0.49 -3.67 -1.05
C 2.71 -2.15 1.48
C 3.26 -2.92 2.51
C 4.62 -2.97 2.74
C 5.45 -2.20 1.90
C 4.94 -1.49 0.85
C 3.55 -1.47 0.54
C 3.06 -0.78 -0.61
H -2.90 -0.63 2.38
H -2.24 -2.26 2.23
H -1.68 -1.00 1.17
H -2.37 -0.02 4.55
H -0.72 0.59 6.28
H 1.69 0.13 5.89
H 2.41 -0.95 3.81
H -0.08 -3.56 3.59
H -1.05 -5.83 3.64
H -1.33 -7.10 1.52
H -0.62 -6.09 -0.61
H 0.31 -4.37 -1.86
H 1.55 -3.43 -1.04
H -0.06 -2.75 -1.27
H 2.60 -3.47 3.17
H 5.04 -3.56 3.54
H 6.52 -2.19 2.08
H 5.60 -0.93 0.20
H 3.82 -0.39 -1.28
H 2.29 -1.33 -1.17
C 1.30 1.60 -3.74
O 1.44 1.82 -2.35
Si 1.01 3.32 -1.60
C -0.72 3.63 -2.27
C 2.10 4.62 -2.42
C 1.15 2.96 0.15
Si 2.84 3.07 0.87
C 4.22 2.79 -0.40
C 3.21 4.77 1.62
C 3.17 1.81 2.23
Si -0.23 3.49 1.23
C 0.09 3.13 3.06
C -1.87 2.61 0.89
C -0.62 5.34 1.15
H 1.62 2.47 -4.32
H 0.26 1.38 -4.00
H 1.92 0.75 -4.03
H -0.68 3.81 -3.34
H -1.20 4.50 -1.81
H -1.37 2.76 -2.10
H 1.85 4.73 -3.48
H 3.16 4.39 -2.34
H 1.93 5.59 -1.95
H 4.59 3.73 -0.81
H 3.90 2.15 -1.23
H 5.06 2.29 0.09
H 3.12 5.55 0.86
H 4.23 4.81 2.03
H 2.52 5.02 2.43
H 3.04 0.79 1.87
H 2.53 1.95 3.10
H 4.21 1.90 2.56
H 0.25 2.06 3.23
H -0.79 3.43 3.64
H 0.95 3.67 3.45
H -1.80 1.52 0.83
H -2.34 2.94 -0.05
H -2.57 2.85 1.70
H 0.25 5.93 1.45
H -1.45 5.60 1.81
H -0.89 5.65 0.14
C -5.44 -2.83 -6.63
C -6.89 -2.99 -6.26
O -7.73 -3.44 -7.01
S -7.43 -2.45 -4.63
C -5.94 -1.91 -3.85
C -5.17 -2.80 -3.11
C -3.99 -2.38 -2.51
C -3.56 -1.06 -2.63
C -4.36 -0.16 -3.35
C -5.53 -0.58 -3.95
C -2.34 -0.63 -2.02
C -1.29 -0.27 -1.51
H -5.32 -3.15 -7.66
H -4.81 -3.42 -5.97
H -5.14 -1.79 -6.51
H -5.49 -3.83 -3.02
H -3.39 -3.08 -1.94
H -4.04 0.87 -3.44
H -6.14 0.12 -4.51

For the energy above the lowest of the compared OMol25 structures with the same formula, charge and spin, the calculation gives 0.0 kcal per mole. As for the net charge: -1. The calculation puts the calculated total energy at -4031.04339 a.u. The LUMO energy is 2.301 eV. For the HOMO energy, the calculation gives -4.011 eV.

=====

C41H54N2P2Si4Ti as an isolated structure. Source: the Open Molecules 2025 dataset; level of theory: ωB97M-V/def2-TZVPD.

Geometry (Å):
Ti -0.32 -0.69 -0.38
C 2.70 -2.16 -2.92
Si 3.10 -1.25 -1.34
C 3.49 -2.49 0.01
C 4.69 -0.30 -1.74
N 1.82 -0.26 -0.78
P 1.41 1.29 -1.05
C -0.10 1.60 -0.40
P -0.38 1.43 1.24
N -0.55 -0.16 1.59
Si -1.12 -1.18 2.86
C -2.99 -1.28 2.90
C -0.46 -2.90 2.58
C -0.50 -0.64 4.56
C 0.91 2.08 2.35
C 1.77 1.21 3.01
C 2.80 1.70 3.81
C 2.98 3.07 3.95
C 2.13 3.95 3.28
C 1.10 3.46 2.49
C -1.85 2.38 1.72
C -2.35 2.34 3.02
C -3.49 3.06 3.37
C -4.13 3.84 2.41
C -3.63 3.89 1.12
C -2.49 3.17 0.77
C 1.34 1.51 -2.86
C 2.39 2.02 -3.62
C 2.32 2.03 -5.01
C 1.20 1.52 -5.65
C 0.15 1.01 -4.90
C 0.22 1.01 -3.52
C 2.67 2.48 -0.49
C 2.53 3.82 -0.85
C 3.40 4.78 -0.34
C 4.41 4.40 0.53
C 4.54 3.08 0.91
C 3.67 2.12 0.39
H 3.60 -2.68 -3.29
H 1.92 -2.90 -2.79
H 2.37 -1.46 -3.70
H 4.21 -3.25 -0.31
H 3.90 -1.98 0.89
H 2.57 -3.00 0.32
H 5.42 -1.05 -2.07
H 4.54 0.39 -2.57
H 5.13 0.25 -0.91
H -3.35 -1.68 1.95
H -3.31 -1.95 3.70
H -3.46 -0.31 3.05
H -0.97 -3.38 1.74
H 0.62 -2.88 2.35
H -0.61 -3.53 3.46
H -0.48 0.44 4.73
H -1.14 -1.08 5.33
H 0.52 -1.00 4.73
H 1.64 0.14 2.88
H 3.46 1.01 4.32
H 3.78 3.45 4.57
H 2.28 5.02 3.37
H 0.45 4.14 1.97
H -1.86 1.73 3.78
H -3.87 3.02 4.38
H -5.01 4.40 2.67
H -4.13 4.49 0.36
H -2.09 3.18 -0.23
H 3.28 2.42 -3.14
H 3.14 2.43 -5.59
H 1.14 1.52 -6.74
H -0.73 0.60 -5.39
H -0.61 0.63 -2.95
H 1.72 4.12 -1.51
H 3.28 5.82 -0.63
H 5.08 5.15 0.93
H 5.31 2.78 1.61
H 3.76 1.08 0.70
C -4.06 0.27 -0.43
Si -2.81 -0.92 -1.24
C -3.19 -0.63 -3.09
C -3.40 -2.68 -0.78
C -4.72 -2.99 -0.43
C -5.08 -4.25 0.02
C -4.12 -5.24 0.12
C -2.80 -4.96 -0.24
C -2.42 -3.70 -0.68
Si -0.66 -3.22 -1.24
C -0.81 -3.56 -3.12
C 0.47 -4.65 -0.65
H -5.09 -0.01 -0.69
H -3.88 1.28 -0.81
H -3.98 0.31 0.66
H -4.24 -0.86 -3.32
H -2.56 -1.22 -3.76
H -3.03 0.43 -3.33
H -5.48 -2.21 -0.49
H -6.11 -4.46 0.30
H -4.39 -6.23 0.48
H -2.06 -5.75 -0.15
H -0.89 -4.64 -3.29
H 0.02 -3.18 -3.73
H -1.73 -3.11 -3.50
H 0.09 -5.61 -1.02
H 0.54 -4.70 0.44
H 1.49 -4.54 -1.04

As for the net charge: -1. The calculation puts the calculated total energy at -4394.64954 a.u. As for the expectation value of S²: 0.7587. The LUMO energy (spin up / spin down) is 2.490 / 2.490 eV. Its spin multiplicity is 2. For the HOMO energy (spin up / spin down), the calculation gives -3.835 / -3.734 eV.